Entry 1:
Molecular formula: C4H4BrN
Method: DFT, ωB97M-V/def2-TZVPD

Last column: natural (NBO) charge in e.
Cartesian coordinates (Å):
C1 -2.8199 -0.9134 -0.2489  0.069
C2 -0.7230 0.8314 -0.1629  0.153
C3 0.3205 0.1077 0.0631  -0.219
C4 1.7317 0.5257 -0.1496  -0.666
N1 -3.3646 -1.7628 0.2248  -0.486
Br1 0.2818 -1.6715 0.8879  0.177
H1 -1.7385 0.6248 -0.0423  0.222
H2 2.2969 0.6274 0.8051  0.253
H3 2.3961 0.0199 -0.9929  0.270
H4 1.6190 1.6107 -0.3843  0.227

The value obtained for the HOMO energy (spin up / spin down) is -10.269 / -10.269 eV. The value obtained for the energy is -2783.3087 a.u. Its energy above the lowest of the compared OMol25 structures with the same formula, charge and spin is 643.8 kJ/mol. For the molar mass, the calculation gives 145.99 g/mol. The largest force on an atom comes out at 0.137 hartree/bohr.

Entry 2:
Molecular formula: C24H46FN3O4
Method: DFT, ωB97M-V/def2-TZVPD

Last column: Löwdin charge in e.
Cartesian coordinates (Å):
C1 7.6627 -2.4855 0.7806  -0.136
C2 7.8471 -1.0857 0.2128  -0.278
C3 6.9314 -0.0232 0.8548  -0.238
C4 6.1269 0.7715 -0.1713  -0.221
C5 5.1219 1.7576 0.4545  -0.216
C6 3.6811 1.6231 -0.0598  -0.217
C7 2.6203 1.9504 0.9991  -0.210
C8 1.2568 2.3498 0.4178  -0.211
C9 0.3007 1.1677 0.2793  -0.210
C10 -1.0878 1.5652 -0.2156  -0.144
C11 -1.9863 2.3423 0.7568  -0.122
C12 -1.9001 2.0626 2.2579  -0.396
O1 -0.9305 1.8018 2.9024  0.139
N1 -3.2249 2.1687 2.8297  0.084
C13 -4.1006 1.6595 1.7549  -0.235
C14 -4.0411 0.1215 1.7739  -0.132
C15 -5.4075 -0.5542 1.8881  -0.201
C16 -6.2596 -0.5078 0.6212  -0.223
C17 -7.2101 -1.6906 0.5295  -0.255
N2 -8.1741 -1.4901 -0.5504  0.038
C18 -8.9415 -2.5756 -1.0184  -0.539
C19 -8.4634 -3.9766 -0.7045  -0.040
O2 -9.9420 -2.3803 -1.6663  0.061
C20 -3.5069 2.2909 0.4756  -0.416
F1 -3.9710 3.6276 0.4861  0.008
N3 -3.8665 1.7955 -0.8183  0.036
C21 -5.2077 2.1277 -1.3133  -0.273
C22 -5.1769 3.1993 -2.4093  -0.094
H1 8.0231 -2.5541 1.8150  0.057
H2 8.2146 -3.1799 0.1425  0.049
H3 6.6028 -2.7688 0.7744  0.060
H4 8.8908 -0.7985 0.3440  0.100
H5 7.6962 -1.1506 -0.8660  0.078
H6 7.5261 0.6828 1.4486  0.100
H7 6.2415 -0.5014 1.5632  0.097
H8 5.6210 0.0708 -0.8414  0.108
H9 6.8405 1.3163 -0.7957  0.110
H10 5.1073 1.6004 1.5389  0.098
H11 5.4641 2.7838 0.2917  0.103
H12 3.5260 2.2680 -0.9311  0.105
H13 3.5437 0.5965 -0.4111  0.108
H14 2.9997 2.7323 1.6619  0.106
H15 2.4808 1.0617 1.6223  0.113
H16 1.4175 2.7561 -0.5874  0.106
H17 0.7960 3.1385 1.0194  0.103
H18 0.2513 0.6174 1.2183  0.101
H19 0.7161 0.4757 -0.4599  0.119
H20 -0.9564 2.1999 -1.0954  0.121
H21 -1.6086 0.6753 -0.5750  0.099
H22 -1.7613 3.4138 0.7040  0.164
H23 -3.4189 3.1502 3.0129  0.130
H24 -5.1138 2.0292 1.9216  0.149
H25 -3.5345 -0.2540 0.8793  0.110
H26 -3.4458 -0.1661 2.6403  0.122
H27 -5.2587 -1.5923 2.1980  0.111
H28 -5.9510 -0.0575 2.6979  0.117
H29 -6.8411 0.4167 0.5795  0.111
H30 -5.6121 -0.5249 -0.2617  0.093
H31 -6.6085 -2.5978 0.4004  0.105
H32 -7.7581 -1.7980 1.4698  0.124
H33 -7.7681 -0.9743 -1.3222  0.120
H34 -9.0808 -4.6778 -1.2583  0.077
H35 -8.5404 -4.1904 0.3636  0.081
H36 -7.4156 -4.0972 -0.9835  0.072
H37 -3.6597 0.8130 -0.9167  0.091
H38 -5.6406 1.2120 -1.7182  0.089
H39 -5.8517 2.4543 -0.4945  0.101
H40 -5.2860 2.7593 -3.4009  0.060
H41 -4.2248 3.7269 -2.3780  0.069
H42 -5.9732 3.9327 -2.2752  0.064
O3 11.1995 -5.4946 -3.0600  -0.393
C23 10.2288 -4.8676 -2.3801  -0.560
C24 10.0746 -3.2883 -2.6449  -0.516
O4 9.1064 -2.6626 -1.9474  -0.344
H43 10.3371 -4.9151 -1.2601  0.063
H44 9.1915 -5.2504 -2.5863  0.062
H45 9.9537 -3.2330 -3.7586  0.065
H46 11.1086 -2.9013 -2.4457  0.066

The total charge is -2. The value obtained for the HOMO energy is 1.754 eV. The value obtained for the energy is -1507.0032 a.u. For the molar mass, the calculation gives 459.65 g/mol. The largest force on an atom comes out at 0.012 hartree/bohr.

Entry 3:
Molecular formula: C14H16
Method: DFT, ωB97M-V/def2-TZVPD

Last column: natural (NBO) charge in e.
Cartesian coordinates (Å):
C1 -1.8941 -1.0899 0.7397  -0.644
C2 -2.3122 0.3798 0.9077  -0.039
C3 -1.6223 1.1700 1.7459  -0.222
C4 -1.8942 2.4499 2.2295  -0.194
C5 -3.1274 2.9406 1.7569  -0.241
C6 -3.8574 2.1650 0.7582  -0.207
C7 -3.3390 0.9045 0.1138  -0.202
H1 -2.0800 -1.5809 -0.2962  0.221
H2 -2.7393 -1.6397 1.2397  0.221
H3 -0.8655 -1.4536 1.1137  0.234
H4 -0.8671 0.6191 2.3927  0.203
H5 -1.3326 3.0255 2.8565  0.214
H6 -3.5493 3.9236 2.1975  0.221
H7 -4.8774 2.5450 0.2332  0.216
H8 -3.8354 0.4513 -0.7032  0.219
C8 2.9599 1.0447 -2.0610  -0.637
C9 2.7322 -0.4156 -1.5920  -0.018
C10 1.9327 -1.3169 -2.2245  -0.224
C11 1.5700 -2.5338 -1.5683  -0.185
C12 2.0688 -2.8948 -0.3198  -0.237
C13 3.1071 -2.0026 0.2406  -0.196
C14 3.5050 -0.7804 -0.4554  -0.225
H9 2.6242 1.2470 -3.1113  0.214
H10 4.0939 1.3129 -2.1136  0.219
H11 2.3815 1.7243 -1.4140  0.226
H12 1.5241 -1.1294 -3.2631  0.216
H13 0.9072 -3.1097 -2.0130  0.195
H14 1.7053 -3.8097 0.1398  0.221
H15 3.8636 -2.2068 1.0062  0.215
H16 4.0723 -0.0426 0.1070  0.216

The value obtained for the HOMO energy is -8.881 eV. The value obtained for the energy is -542.9510 a.u. Its energy above the lowest of the compared OMol25 structures with the same formula, charge and spin is 320.0 kJ/mol. For the molar mass, the calculation gives 184.28 g/mol. Its SMILES is Cc1ccccc1.Cc1ccccc1. The largest force on an atom comes out at 0.119 hartree/bohr.

Entry 4:
Molecular formula: C21H54ClFINO8S
Method: DFT, ωB97M-V/def2-TZVPD

Last column: Löwdin charge in e.
Cartesian coordinates (Å):
C1 -0.6639 2.1267 2.3849  -0.121
C2 -1.7632 3.1424 2.6603  -0.752
Cl1 -1.7078 3.6702 4.3755  0.602
C3 -3.1170 2.5375 2.3003  -0.366
N1 -4.2706 3.1855 2.9573  -0.667
I1 -4.5149 5.1431 2.3551  1.002
S1 -5.6405 2.2922 2.9455  0.473
O1 -6.7954 3.1082 2.9632  -0.303
O2 -5.4647 1.1895 3.8163  -0.227
F1 -5.5746 1.6718 1.4840  -0.175
H1 0.2868 2.6181 2.1943  0.079
H2 -0.9256 1.5300 1.5064  0.087
H3 -0.5434 1.4496 3.2269  0.063
H4 -1.6040 4.0346 2.0616  0.036
H5 -3.2250 2.6004 1.2134  0.110
H6 -3.1314 1.4856 2.5960  0.126
C4 3.7724 1.0141 4.8812  -0.068
C5 2.4618 0.2687 4.7054  -0.495
C6 2.6162 -1.2225 4.9550  -0.060
O3 1.9091 0.5092 3.4088  -0.065
H7 4.5209 0.6490 4.1738  0.072
H8 3.6263 2.0808 4.7064  0.081
H9 4.1808 0.8742 5.8822  0.080
H10 1.7150 0.6736 5.3923  0.138
H11 3.3317 -1.6498 4.2461  0.080
H12 1.6622 -1.7342 4.8297  0.078
H13 2.9880 -1.4143 5.9625  0.080
H14 2.5311 0.1698 2.7556  0.089
C7 -4.5420 1.8088 -2.6073  -0.056
C8 -4.0549 0.3799 -2.4255  -0.501
C9 -5.1801 -0.6296 -2.5714  -0.052
O4 -3.4095 0.2292 -1.1594  -0.061
H15 -5.2922 2.0484 -1.8478  0.080
H16 -3.7143 2.5116 -2.5040  0.069
H17 -4.9987 1.9491 -3.5881  0.081
H18 -3.2768 0.1645 -3.1616  0.133
H19 -5.9471 -0.4547 -1.8108  0.084
H20 -4.8020 -1.6438 -2.4430  0.067
H21 -5.6536 -0.5604 -3.5516  0.084
H22 -4.0723 0.4061 -0.4808  0.070
C10 0.2925 5.4560 -1.7765  -0.058
C11 -1.0532 5.2459 -1.1049  -0.494
C12 -2.0877 6.2652 -1.5499  -0.058
O5 -0.9166 5.2542 0.3179  -0.078
H23 0.6894 6.4440 -1.5258  0.082
H24 1.0078 4.7049 -1.4430  0.080
H25 0.2019 5.3954 -2.8618  0.081
H26 -1.4167 4.2405 -1.3308  0.135
H27 -1.7575 7.2758 -1.2920  0.083
H28 -3.0423 6.0800 -1.0570  0.066
H29 -2.2385 6.2258 -2.6295  0.082
H30 -0.5938 6.1211 0.5892  0.096
C13 7.7892 2.5796 3.9143  -0.061
C14 7.6348 1.9934 5.3078  -0.505
C15 8.9539 1.9468 6.0601  -0.063
O6 7.0353 0.6993 5.2493  -0.065
H31 8.4733 1.9660 3.3207  0.081
H32 6.8266 2.6104 3.4043  0.075
H33 8.1951 3.5914 3.9558  0.080
H34 6.9178 2.5935 5.8728  0.137
H35 9.6708 1.3165 5.5257  0.081
H36 8.8111 1.5318 7.0573  0.079
H37 9.3877 2.9433 6.1546  0.080
H38 7.6292 0.1155 4.7641  0.089
C16 -1.1264 -4.1748 -4.7212  -0.063
C17 -2.1706 -3.3625 -3.9733  -0.502
C18 -1.7776 -3.1230 -2.5258  -0.053
O7 -3.4478 -3.9970 -4.0514  -0.055
H39 -1.0133 -5.1560 -4.2515  0.065
H40 -1.4334 -4.3214 -5.7576  0.080
H41 -0.1543 -3.6787 -4.7110  0.084
H42 -2.3127 -2.4011 -4.4732  0.132
H43 -1.6721 -4.0757 -1.9985  0.084
H44 -2.5421 -2.5386 -2.0131  0.062
H45 -0.8286 -2.5895 -2.4540  0.083
H46 -3.3734 -4.8573 -3.6230  0.088
C19 -0.6572 -8.7017 -6.3703  -0.059
C20 0.0537 -7.5930 -5.6126  -0.508
C21 1.5573 -7.6229 -5.8292  -0.058
O8 -0.2614 -7.6423 -4.2205  -0.062
H47 -0.3047 -9.6796 -6.0294  0.081
H48 -1.7327 -8.6495 -6.2033  0.080
H49 -0.4661 -8.6296 -7.4419  0.080
H50 -0.3367 -6.6279 -5.9399  0.116
H51 1.9724 -8.5702 -5.4726  0.081
H52 2.0378 -6.8126 -5.2813  0.079
H53 1.8036 -7.5242 -6.8873  0.080
H54 0.0592 -8.4803 -3.8695  0.087

The value obtained for the HOMO energy is -9.682 eV. The value obtained for the energy is -2745.0956 a.u. For the molar mass, the calculation gives 662.08 g/mol. The largest force on an atom comes out at 0.014 hartree/bohr.

Entry 5:
Molecular formula: C19H25N5O5
Method: DFT, ωB97M-V/def2-TZVPD

Last column: natural (NBO) charge in e.
Cartesian coordinates (Å):
C1 -4.5697 -0.6145 -2.2577  -0.251
O1 -4.2595 0.3238 -1.2569  -0.481
C2 -3.0057 0.3096 -0.7284  0.281
C3 -2.0124 -0.5846 -1.0931  -0.332
C4 -0.7670 -0.5199 -0.4863  -0.029
C5 0.2828 -1.5543 -0.8516  -0.059
C6 0.0958 -2.7771 0.0327  -0.195
C7 -1.1553 -3.5188 -0.2835  0.668
N1 -1.9251 -3.8392 0.7912  -0.820
O2 -1.4745 -3.8186 -1.4141  -0.611
C8 0.9753 -3.1367 0.9817  0.239
C9 0.8654 -4.3416 1.8636  -0.657
N2 2.1246 -2.3893 1.1992  -0.591
C10 2.4634 -1.4143 0.3123  0.526
N3 3.5798 -0.7183 0.2455  -0.528
C11 3.3677 0.0955 -0.8187  0.350
C12 4.3577 1.1104 -1.2615  -0.449
C13 4.1449 2.4617 -0.5631  -0.412
C14 2.9218 3.2292 -1.0785  -0.058
O3 1.6904 2.6781 -0.6851  -0.753
N4 2.1939 -0.0782 -1.3906  -0.341
N5 1.6156 -1.0537 -0.6643  -0.194
C15 -0.5157 0.4333 0.4818  -0.283
C16 -1.4922 1.3564 0.8482  0.247
O4 -1.2823 2.3054 1.8087  -0.509
C17 0.0484 2.5922 2.1850  -0.269
C18 -2.7538 1.3019 0.2401  0.258
O5 -3.8164 2.1128 0.5212  -0.504
C19 -3.5823 3.4495 0.9084  -0.240
H1 -4.4675 -1.6430 -1.8965  0.176
H2 -3.9413 -0.4814 -3.1443  0.177
H3 -5.6093 -0.4266 -2.5215  0.199
H4 -2.1885 -1.3345 -1.8458  0.236
H5 0.1484 -1.8421 -1.9033  0.243
H6 -1.7791 -3.3955 1.6801  0.398
H7 -2.8304 -4.2426 0.6088  0.405
H8 0.6527 -4.0414 2.8898  0.225
H9 0.0817 -5.0077 1.5199  0.249
H10 1.8099 -4.8846 1.8626  0.223
H11 2.8436 -2.7298 1.8166  0.421
H12 5.3515 0.7352 -1.0147  0.233
H13 4.2767 1.2384 -2.3423  0.223
H14 5.0256 3.0840 -0.7314  0.209
H15 4.0404 2.2994 0.5114  0.211
H16 2.9322 4.2424 -0.6648  0.177
H17 2.9741 3.3038 -2.1742  0.155
H18 1.6087 1.8000 -1.0921  0.493
H19 0.4489 0.4668 0.9601  0.216
H20 -0.0100 3.5012 2.7824  0.193
H21 0.6794 2.7649 1.3089  0.223
H22 0.4727 1.7906 2.7991  0.166
H23 -3.2715 3.5207 1.9531  0.186
H24 -2.8270 3.9234 0.2765  0.176
H25 -4.5376 3.9577 0.7754  0.185

The value obtained for the HOMO energy is -7.807 eV. The value obtained for the energy is -1388.9913 a.u. Its energy above the lowest of the compared OMol25 structures with the same formula, charge and spin is 190.0 kJ/mol. For the molar mass, the calculation gives 403.44 g/mol. Its SMILES is COc1cc([C@@H]2C(C(N)=O)=C(C)Nc3nc(CCCO)nn32)cc(OC)c1OC. The largest force on an atom comes out at 0.022 hartree/bohr.